i) Here is the molecule CH4BNO3 from the OMol25 dataset. Energies are from ωB97M-V/def2-TZVPD.

The HOMO-LUMO gap is 9.101 eV. Its SMILES is NC(=O)B(O)O.

Each line ends with the natural charge from an NBO analysis.
Atoms and positions in Å:
N (-1.323, -0.732, -0.734)  -0.81
C (-0.867, -0.409, 0.463)  0.38
O (-1.673, -0.527, 1.371)  -0.62
B (0.622, 0.295, 0.382)  1.01
O (1.384, 0.292, 1.458)  -0.87
O (0.909, 0.800, -0.826)  -0.90
H (-0.782, -0.442, -1.577)  0.40
H (-2.252, -1.143, -0.887)  0.40
H (2.283, 0.691, 1.470)  0.50
H (1.699, 1.176, -1.122)  0.50



ii) Here is the molecule CH4BNO3 from the OMol25 dataset. Energies are from ωB97M-V/def2-TZVPD.

The HOMO-LUMO gap is 9.551 eV. Its SMILES is NC(=O)B(O)O.

Each line ends with the natural charge from an NBO analysis.
Atoms and positions in Å:
N (0.021, -0.883, -2.013)  -0.81
C (0.766, -0.630, -0.921)  0.35
O (1.976, -0.293, -0.974)  -0.58
B (-0.080, -0.708, 0.400)  1.00
O (0.460, -0.703, 1.642)  -0.83
O (-1.393, -0.902, 0.220)  -0.89
H (-0.607, -1.677, -1.879)  0.39
H (0.355, -0.828, -3.027)  0.40
H (-0.314, -0.758, 2.183)  0.47
H (-2.002, -0.699, 0.896)  0.49



Energies relative to the most stable structure are i) 0.000; ii) 0.203, reported in eV.



i) Here is a cluster of 2 separate species, CH3FINS in total from the OMol25 dataset. Energies are from ωB97M-V/def2-TZVPD.

The HOMO-LUMO gap is 7.307 eV.

Each line ends with the natural charge from an NBO analysis.
Atoms and positions in Å:
C (-1.293, 0.549, -0.229)  -0.58
N (-0.341, 1.394, 0.224)  -0.18
F (2.878, -0.236, -0.703)  -0.48
S (2.133, -0.039, 0.755)  0.50
I (1.224, -2.245, 0.981)  0.06
H (-2.142, 0.381, 0.380)  0.19
H (-0.868, -0.440, -0.225)  0.31
H (-1.592, 0.635, -1.183)  0.18



ii) Here is the molecule CH3FINS from the OMol25 dataset. Energies are from ωB97M-V/def2-TZVPD.

The HOMO-LUMO gap is 8.696 eV.

Each line ends with the natural charge from an NBO analysis.
Atoms and positions in Å:
C (-1.280, -0.231, 0.131)  -0.43
N (-0.020, 0.240, 0.566)  -0.78
F (1.805, 1.449, -1.097)  -0.56
S (1.410, 0.606, 0.379)  1.28
I (2.862, -1.357, -0.040)  -0.18
H (-1.807, -0.111, 1.018)  0.22
H (-1.391, -1.191, -0.386)  0.22
H (-1.580, 0.594, -0.570)  0.22



Energies relative to the most stable structure are i) 3.840; ii) 0.000, reported in eV.



i) Here is a structure of composition C37H53AsN5RuSSi2Te from the OMol25 dataset. Energies are from ωB97M-V/def2-TZVPD.

The HOMO-LUMO gap (spin up / spin down) is 6.159 / 6.155 eV. As for the multiplicity: 2.

Each line ends with the Mulliken spin population.
Atoms and positions in Å:
Ru (0.476, 0.274, -1.631)  0.75
C (2.391, -4.028, 2.128)  0.00
C (1.535, -4.486, 0.963)  0.00
N (0.517, -3.526, 0.514)  0.00
C (0.842, -2.344, -0.097)  0.00
S (0.005, -1.981, -1.582)  -0.02
N (1.786, -1.578, 0.386)  0.03
N (1.990, -0.532, -0.474)  0.02
C (3.181, -0.041, -0.575)  -0.03
C (4.282, -0.362, 0.380)  0.00
C (3.408, 0.674, -1.829)  0.00
C (4.659, 1.148, -2.217)  0.00
C (4.848, 1.544, -3.527)  0.00
C (3.790, 1.455, -4.421)  0.00
C (2.561, 1.026, -3.955)  0.00
N (2.359, 0.659, -2.691)  0.03
H (3.132, -4.799, 2.343)  0.00
H (1.786, -3.865, 3.019)  0.00
H (2.906, -3.099, 1.899)  0.00
H (0.975, -5.372, 1.267)  0.00
H (2.167, -4.777, 0.115)  0.00
H (-0.229, -3.979, 0.007)  0.00
H (3.853, -0.669, 1.332)  0.00
H (4.917, 0.510, 0.537)  0.00
H (4.907, -1.178, 0.012)  0.00
H (5.475, 1.167, -1.510)  0.00
H (5.815, 1.906, -3.852)  0.00
H (3.904, 1.724, -5.461)  0.00
H (1.691, 0.983, -4.597)  -0.01
C (-5.146, -0.908, 0.174)  0.00
N (-3.939, -1.332, -0.494)  0.00
C (-3.319, -2.467, 0.147)  0.00
C (-3.003, -0.311, -0.947)  0.03
C (-2.161, 0.427, 0.090)  -0.15
C (-2.815, 1.064, 1.144)  0.00
C (-2.141, 1.818, 2.092)  0.00
C (-0.768, 1.948, 1.996)  0.00
C (-0.102, 1.336, 0.944)  -0.07
C (-0.768, 0.596, -0.042)  0.13
H (-5.904, -1.690, 0.078)  0.00
H (-5.534, -0.003, -0.297)  0.00
H (-5.022, -0.707, 1.250)  0.00
H (-4.067, -3.247, 0.306)  0.00
H (-2.869, -2.225, 1.124)  0.00
H (-2.532, -2.865, -0.492)  0.00
H (-3.574, 0.426, -1.522)  -0.02
H (-2.327, -0.793, -1.650)  -0.02
H (-3.891, 0.993, 1.218)  0.00
H (-2.686, 2.286, 2.902)  0.00
H (-0.211, 2.512, 2.734)  0.00
H (0.976, 1.473, 0.882)  0.00
C (-3.443, 1.041, -5.481)  0.01
Si (-1.638, 0.585, -5.236)  0.01
C (-0.666, 1.279, -6.693)  0.01
C (-1.442, -1.284, -5.137)  -0.01
As (-0.983, 1.431, -3.163)  0.26
Si (-0.222, 3.626, -3.390)  0.00
C (0.412, 4.081, -1.678)  0.00
C (1.162, 3.968, -4.628)  0.02
C (-1.690, 4.696, -3.867)  0.01
H (-3.816, 0.693, -6.448)  0.00
H (-3.582, 2.122, -5.435)  0.00
H (-4.056, 0.595, -4.696)  0.00
H (-1.094, 0.900, -7.625)  0.00
H (0.387, 0.992, -6.671)  0.00
H (-0.720, 2.368, -6.721)  0.00
H (-1.270, -1.726, -6.121)  0.00
H (-2.341, -1.737, -4.716)  0.00
H (-0.605, -1.555, -4.490)  0.00
H (1.164, 3.357, -1.346)  0.00
H (-0.393, 4.065, -0.941)  0.00
H (0.881, 5.068, -1.664)  0.00
H (2.141, 3.765, -4.193)  0.00
H (1.131, 5.027, -4.899)  0.00
H (1.073, 3.388, -5.547)  0.00
H (-2.514, 4.567, -3.164)  0.00
H (-2.057, 4.435, -4.862)  0.00
H (-1.411, 5.753, -3.883)  0.00
Te (1.352, -0.769, 3.789)  0.00
C (2.135, -1.132, 5.717)  0.00
C (1.517, -2.013, 6.599)  0.00
C (2.083, -2.273, 7.838)  0.00
C (3.277, -1.667, 8.205)  0.00
C (3.898, -0.792, 7.327)  0.00
C (3.326, -0.520, 6.092)  0.00
C (-0.669, -0.848, 4.365)  0.00
C (-1.147, -0.132, 5.457)  0.00
C (-2.498, -0.165, 5.767)  0.00
C (-3.377, -0.901, 4.982)  0.00
C (-2.898, -1.613, 3.894)  0.00
C (-1.545, -1.591, 3.586)  0.00
H (0.587, -2.494, 6.321)  0.00
H (1.592, -2.960, 8.516)  0.00
H (3.718, -1.874, 9.171)  0.00
H (4.823, -0.305, 7.609)  0.00
H (3.809, 0.181, 5.422)  0.00
H (-0.465, 0.446, 6.068)  0.00
H (-2.867, 0.394, 6.618)  0.00
H (-4.433, -0.917, 5.220)  0.00
H (-3.579, -2.187, 3.278)  0.00
H (-1.171, -2.152, 2.736)  0.00



ii) Here is a structure of composition C37H53AsN5RuSSi2Te from the OMol25 dataset. Energies are from ωB97M-V/def2-TZVPD.

The HOMO-LUMO gap (spin up / spin down) is 5.067 / 4.598 eV. As for the multiplicity: 2.

Each line ends with the Mulliken spin population.
Atoms and positions in Å:
Ru (-0.597, 0.127, -0.169)  0.83
C (4.234, -1.062, -3.645)  0.00
C (3.326, 0.145, -3.810)  0.00
N (1.904, -0.156, -3.654)  0.00
C (1.303, -0.217, -2.450)  0.01
S (-0.444, -0.149, -2.430)  0.13
N (2.056, -0.351, -1.392)  0.01
N (1.320, -0.334, -0.226)  -0.03
C (1.928, -0.640, 0.865)  -0.01
C (3.339, -1.102, 0.946)  -0.01
C (1.098, -0.520, 2.075)  0.04
C (1.604, -0.664, 3.353)  0.00
C (0.758, -0.459, 4.434)  0.01
C (-0.563, -0.119, 4.205)  0.00
C (-1.005, -0.013, 2.897)  0.01
N (-0.197, -0.224, 1.857)  -0.01
H (5.258, -0.795, -3.914)  0.00
H (3.908, -1.884, -4.283)  0.00
H (4.227, -1.412, -2.614)  0.00
H (3.441, 0.566, -4.809)  0.00
H (3.593, 0.920, -3.089)  0.00
H (1.292, 0.041, -4.426)  0.00
H (3.725, -1.292, -0.050)  0.00
H (3.392, -2.022, 1.532)  0.00
H (3.963, -0.345, 1.429)  0.00
H (2.644, -0.917, 3.496)  0.00
H (1.134, -0.560, 5.443)  0.00
H (-1.256, 0.050, 5.016)  0.00
H (-2.036, 0.213, 2.668)  0.00
C (-2.627, 3.374, -2.062)  0.01
N (-3.170, 3.666, -0.742)  0.00
C (-4.604, 3.459, -0.646)  0.00
C (-2.493, 2.927, 0.318)  0.02
C (-1.005, 3.122, 0.253)  0.05
C (-0.556, 4.425, 0.481)  -0.03
C (0.775, 4.763, 0.366)  0.05
C (1.682, 3.777, 0.007)  -0.03
C (1.254, 2.475, -0.193)  0.10
C (-0.099, 2.094, -0.061)  -0.13
H (-3.304, 3.766, -2.821)  0.00
H (-2.472, 2.301, -2.244)  0.00
H (-1.657, 3.856, -2.188)  0.00
H (-5.119, 4.036, -1.415)  0.00
H (-4.953, 3.810, 0.328)  0.00
H (-4.907, 2.405, -0.743)  0.00
H (-2.718, 1.854, 0.272)  -0.01
H (-2.880, 3.313, 1.268)  0.00
H (-1.292, 5.185, 0.720)  0.00
H (1.101, 5.781, 0.544)  0.00
H (2.734, 4.018, -0.103)  0.00
H (2.005, 1.755, -0.465)  0.00
C (-2.196, -3.304, 2.688)  0.00
Si (-1.569, -4.359, 1.249)  0.00
C (-3.093, -5.047, 0.379)  0.00
C (-0.707, -5.833, 2.031)  0.00
As (-0.284, -3.040, -0.129)  0.00
Si (1.171, -4.546, -1.051)  0.00
C (0.278, -6.004, -1.827)  0.00
C (2.453, -5.237, 0.139)  0.00
C (2.132, -3.681, -2.412)  0.00
H (-3.079, -3.742, 3.165)  0.00
H (-2.465, -2.297, 2.360)  0.00
H (-1.412, -3.201, 3.445)  0.00
H (-3.735, -5.628, 1.050)  0.00
H (-2.791, -5.687, -0.454)  0.00
H (-3.678, -4.225, -0.039)  0.00
H (-1.394, -6.327, 2.727)  0.00
H (0.181, -5.524, 2.587)  0.00
H (-0.396, -6.570, 1.287)  0.00
H (-0.217, -6.624, -1.075)  0.00
H (0.972, -6.642, -2.384)  0.00
H (-0.490, -5.641, -2.513)  0.00
H (1.989, -5.680, 1.021)  0.00
H (3.115, -4.434, 0.476)  0.00
H (3.067, -6.003, -0.347)  0.00
H (1.471, -3.368, -3.224)  0.00
H (2.905, -4.337, -2.825)  0.00
H (2.616, -2.783, -2.020)  0.00
Te (-3.158, -1.081, -0.256)  -0.01
C (-4.542, -0.858, -1.835)  0.00
C (-5.280, -1.998, -2.139)  0.00
C (-6.234, -1.957, -3.148)  0.00
C (-6.438, -0.786, -3.863)  0.00
C (-5.686, 0.343, -3.573)  0.00
C (-4.736, 0.310, -2.561)  0.00
C (-4.566, -0.632, 1.276)  0.00
C (-5.488, -1.637, 1.563)  0.00
C (-6.420, -1.464, 2.576)  0.00
C (-6.429, -0.293, 3.321)  0.00
C (-5.509, 0.707, 3.046)  0.00
C (-4.580, 0.540, 2.024)  0.00
H (-5.107, -2.922, -1.599)  0.00
H (-6.808, -2.845, -3.379)  0.00
H (-7.178, -0.756, -4.652)  0.00
H (-5.836, 1.256, -4.136)  0.00
H (-4.152, 1.190, -2.347)  0.00
H (-5.473, -2.564, 1.003)  0.00
H (-7.130, -2.253, 2.792)  0.00
H (-7.153, -0.162, 4.116)  0.00
H (-5.515, 1.625, 3.620)  0.00
H (-3.882, 1.337, 1.814)  0.00



Energies relative to the most stable structure are i) 0.099; ii) 0.000, reported in eV.